<one>
# C3H12N2OS

A cluster of 2 separate species, C3H12N2OS in total (wB97M-V/def2-TZVPD, the OMol25 dataset).

- structure (SMILES) = NC[C@H](N)CS.O
- M (g mol⁻¹) = 124.209
- frontier orbital gap (hartree) = 0.36195

XYZ file:
```
19
C3H12N2OS wB97M-V/def2-TZVPD
N -0.3728 -1.3435 -0.7459
C -0.4027 0.0606 -0.3783
C -1.4545 0.8423 -1.1497
S -3.0967 0.1952 -0.7587
C 0.9732 0.6875 -0.5794
N 1.8684 0.1807 0.4617
H -0.9979 -1.5534 -1.5052
H -3.8591 0.9336 -1.5767
H -0.4018 -2.0045 0.0081
H -0.6564 0.1651 0.6696
H -1.4083 1.8794 -0.8250
H -1.2188 0.8286 -2.2126
H 0.9186 1.7735 -0.4874
H 1.3225 0.4296 -1.5812
H 2.7383 0.6518 0.4179
H 2.1442 -0.7686 0.2204
H 1.5199 -0.6875 2.6668
H 1.2574 -0.9172 4.1053
O 1.1264 -1.3532 3.2501
```



<two>
# C3H12N2OS

A cluster of 2 separate species, C3H12N2OS in total (wB97M-V/def2-TZVPD, the OMol25 dataset).

- structure (SMILES) = NC[C@@H](N)CS.O
- M (g mol⁻¹) = 124.209
- frontier orbital gap (hartree) = 0.33460

XYZ file:
```
19
C3H12N2OS wB97M-V/def2-TZVPD
N 0.5394 -0.0768 2.2645
C 0.3294 -0.7042 0.8819
C -0.1573 -2.1268 0.9147
S 0.3736 -3.0264 2.4039
C -0.4325 0.0380 -0.2118
N 0.3343 1.2457 -0.7625
H 1.1632 0.6892 2.1623
H -0.3862 -0.0658 2.6566
H 1.4960 -0.8703 0.7318
H -1.2584 -2.3052 0.7534
H 0.3893 -2.6187 0.1392
H 1.7131 -2.7988 2.1842
H -1.5260 0.3020 0.2260
H -0.6015 -0.7702 -0.8931
H 1.1253 0.8040 -1.2009
H -0.1380 1.6356 -1.5236
H -0.9094 4.3297 -3.4750
H -1.3557 2.8979 -3.8702
O -0.6985 3.4211 -3.3810
```



Top of the stability list: <one>, leading by 1.542 eV.